26
Properties=species:S:1:pos:R:3:nbo_charge:R:1 method="wB97M-V/def2-TZVPD" gap_ev="9.34 / 3.28" total_charge=+1 lumo_energy_ev="-3.14 / -6.24" e_homo_ha="-0.4586 / -0.3498"
C 2.422 -1.655 -0.757 -0.233
C 1.548 -1.377 0.156 0.040
C -1.831 0.322 0.376 0.141
C 3.449 -0.628 -0.851 -0.288
C -3.928 0.885 0.245 -0.115
C 4.201 1.265 0.450 -0.511
C -4.670 -1.526 -0.360 -0.419
N -2.449 -0.768 -0.065 -0.277
N -2.581 1.350 0.622 -0.429
N 3.228 0.220 0.239 0.006
N -3.688 -0.495 -0.128 -0.134
N 1.956 0.266 0.717 -0.321
H 2.322 -2.352 -1.601 0.290
H 0.696 -1.647 0.730 0.258
H -0.815 0.214 0.408 0.157
H 4.437 -1.029 -0.982 0.276
H 3.326 0.029 -1.753 0.266
H -4.620 0.895 1.076 0.212
H -4.257 1.458 -0.635 0.216
H 5.248 0.935 0.354 0.256
H 4.132 2.262 -0.054 0.270
H 4.339 1.713 1.426 0.266
H -5.530 -1.081 0.089 0.211
H -4.808 -1.806 -1.445 0.214
H -4.512 -2.513 0.064 0.227
H 1.890 0.163 1.787 0.421

=====

19
Properties=species:S:1:pos:R:3:nbo_charge:R:1 method="wB97M-V/def2-TZVPD" gap_ev=11.57 total_charge=+1 lumo_energy_ev=-3.31 e_homo_ha=-0.5469
O 1.090 -1.469 -0.684 -0.972
H 1.897 -1.611 -0.165 0.506
H 1.389 -1.000 -1.475 0.506
O 3.687 -1.471 1.768 -0.969
H 4.591 -1.742 1.978 0.495
H 3.287 -1.124 2.567 0.476
O -3.029 -1.243 -0.572 -0.953
H -3.946 -1.359 -0.303 0.480
H -2.646 -2.060 -0.223 0.475
O -2.159 1.808 0.126 -0.925
H -3.045 1.611 0.440 0.511
H -2.286 2.345 -0.665 0.518
O 0.697 1.948 -1.826 -0.956
H 0.376 2.833 -2.027 0.481
H 1.598 2.098 -1.513 0.476
O -0.478 0.069 0.785 -0.835
H -1.271 0.618 0.339 0.577
H -0.096 -0.802 0.464 0.570
H 0.343 0.553 0.985 0.540

=====

23
Properties=species:S:1:pos:R:3:nbo_charge:R:1 method="wB97M-V/def2-TZVPD" gap_ev=8.61 total_charge=0 lumo_energy_ev=0.54 smiles=c1ccccc1.c1ccncc1 e_homo_ha=-0.2964
C 2.742 0.677 0.585 -0.215
C 2.961 -0.678 0.301 -0.221
C 2.093 -1.485 -0.357 -0.206
C 0.945 -0.933 -0.953 -0.208
C 0.682 0.327 -0.609 -0.231
C 1.548 1.155 0.031 -0.198
C -2.684 -1.129 0.472 0.028
C -2.960 -0.282 -0.610 -0.265
C -2.156 0.866 -0.719 -0.241
C -1.191 1.218 0.277 -0.267
C -1.052 0.127 1.289 0.063
H 3.422 1.260 1.118 0.216
H 3.800 -1.246 0.683 0.208
H 2.518 -2.419 -0.682 0.211
H 0.277 -1.451 -1.639 0.219
H -0.161 0.929 -1.028 0.241
H 1.276 2.267 0.027 0.201
H -3.279 -2.082 0.655 0.191
H -3.728 -0.586 -1.423 0.237
H -2.226 1.750 -1.367 0.219
H -0.886 2.340 0.520 0.263
H -0.238 0.377 2.136 0.193
N -1.702 -1.003 1.294 -0.439

=====

18
Properties=species:S:1:pos:R:3:mulliken_spin:R:1 method="wB97M-V/def2-TZVPD" gap_ev="2.52 / 8.94" total_charge=-1 lumo_energy_ev="3.44 / 3.45" spin_multiplicity=2 e_homo_ha="0.0340 / -0.2016" s_squared=0.751
C -1.822 -0.393 -0.940 1.167
C -2.163 0.677 0.087 0.906
S -3.921 1.366 0.223 0.458
H -1.048 -1.239 -0.826 -0.189
H -1.338 -0.017 -1.729 -0.367
H -2.665 -0.822 -1.566 -0.178
H -2.008 0.477 1.173 -0.723
H -1.516 1.616 -0.063 -0.301
H -3.805 1.912 -1.081 -0.055
N 2.749 0.966 0.859 0.161
C 2.340 -0.493 0.937 0.510
N 2.170 -1.443 -0.224 0.024
H 3.410 1.092 0.017 -0.068
H 1.874 1.555 0.667 -0.147
H 3.146 -1.052 1.499 -0.040
H 1.389 -0.543 1.576 -0.092
H 1.833 -2.394 0.209 -0.083
H 1.375 -1.264 -0.814 0.016

=====

39
Properties=species:S:1:pos:R:3:nbo_charge:R:1 method="wB97M-V/def2-TZVPD" gap_ev=7.48 total_charge=+2 lumo_energy_ev=-7.06 e_homo_ha=-0.5341
Sr 18.741 -13.787 14.126 1.964
O 16.619 -16.939 12.670 -0.971
H 16.296 -17.324 11.856 0.491
H 16.122 -17.381 13.359 0.483
O 20.422 -16.686 15.973 -0.981
H 21.319 -16.994 15.842 0.494
H 20.172 -17.033 16.830 0.490
O 18.696 -11.665 17.126 -0.984
H 19.329 -11.479 17.819 0.497
H 17.976 -11.055 17.290 0.490
O 18.006 -13.906 10.338 -0.973
H 17.189 -13.790 9.854 0.491
H 18.378 -14.716 9.988 0.485
O 19.116 -10.264 12.661 -0.979
H 19.661 -9.505 12.869 0.495
H 18.352 -9.897 12.217 0.488
O 21.112 -15.713 12.063 -0.985
H 21.780 -15.387 11.460 0.494
H 21.217 -16.664 12.046 0.494
C 14.469 -13.764 15.450 -0.101
C 15.076 -14.354 16.674 -0.101
O 16.175 -15.158 16.412 -0.761
O 15.367 -12.820 14.804 -0.778
H 13.518 -13.310 15.728 0.207
H 14.270 -14.556 14.728 0.192
H 14.322 -14.909 17.233 0.198
H 15.317 -13.549 17.368 0.168
H 16.166 -15.874 17.051 0.498
H 15.046 -11.963 15.094 0.490
C 24.804 -13.104 13.555 -0.091
C 23.705 -12.087 13.950 -0.090
O 22.655 -12.696 14.675 -0.764
O 25.425 -13.632 14.713 -0.726
H 25.590 -12.574 13.016 0.184
H 24.436 -13.979 13.020 0.175
H 23.274 -11.682 13.034 0.179
H 24.221 -11.284 14.477 0.175
H 23.002 -13.101 15.473 0.487
H 26.138 -13.034 14.949 0.477